Entry 1:
DFT (ωB97M-V/def2-TZVPD) results for a molecular structure, C45H44As2BrO8OsP.

For the HOMO-LUMO gap (spin up / spin down), the calculation gives 0.1770 / 0.1685 hartree. Its net charge is +2. The calculation puts the total energy at -9820.04267 Ha.

```
102
Properties=species:S:1:pos:R:3:forces:R:3
Os -0.307908 -0.280098 -0.525417 1.0 -2.4 3.6
C -2.310522 -1.937308 -3.147170 -0.1 0.0 0.0
C -3.167328 -2.815631 -2.286552 0.0 0.0 0.2
C -3.872023 -3.851209 -2.897125 0.0 0.0 0.0
C -4.736919 -4.659535 -2.184617 0.0 0.0 0.0
C -4.936960 -4.428517 -0.831803 0.0 0.0 0.0
C -4.232081 -3.424698 -0.198713 0.0 0.0 0.0
C -3.320055 -2.631878 -0.905843 0.3 0.0 -0.1
P -2.475515 -1.270721 -0.014969 -0.8 0.5 0.0
C -2.646893 -1.775247 1.737317 0.3 -0.1 -0.2
C -2.220621 -3.092763 1.961117 0.0 0.1 0.0
C -2.251672 -3.655122 3.218453 0.0 0.0 0.0
C -2.706318 -2.894952 4.287255 0.0 0.0 0.0
C -3.121725 -1.594467 4.076809 0.0 0.0 0.0
C -3.098009 -1.000719 2.814126 0.0 0.0 -0.1
C -3.558186 0.422024 2.693257 -0.1 0.0 0.0
C -3.545917 0.141803 -0.448511 0.5 0.2 0.0
C -4.883280 -0.004442 -0.776458 0.0 0.0 0.0
C -5.590513 1.075198 -1.289824 0.1 0.0 0.0
C -4.943524 2.284341 -1.524663 -0.1 -0.1 -0.1
C -3.608784 2.436713 -1.203496 0.3 -0.1 0.2
C -2.889317 1.384116 -0.618444 -1.1 -0.1 0.1
C -1.525351 1.545469 -0.146840 0.4 -0.6 -2.2
H -2.870358 -1.610630 -4.023242 0.0 0.0 0.0
H -1.438172 -2.487571 -3.501559 0.1 0.1 0.0
H -1.971606 -1.045213 -2.612443 0.0 0.0 -0.1
H -3.742015 -4.013175 -3.958581 0.0 0.0 -0.1
H -5.268784 -5.457751 -2.681327 0.0 0.0 -0.1
H -5.639431 -5.025240 -0.268533 0.0 0.0 0.0
H -4.399412 -3.253456 0.854064 0.0 0.0 0.0
H -1.868537 -3.679276 1.120944 0.0 -0.1 0.0
H -1.929592 -4.675249 3.365695 0.0 -0.1 0.0
H -2.735592 -3.318762 5.280153 0.0 0.0 0.1
H -3.482705 -1.011966 4.913087 0.0 0.0 0.0
H -4.030168 0.742680 3.618484 0.0 0.0 0.0
H -4.275751 0.547063 1.886382 0.0 0.1 0.0
H -2.721228 1.096737 2.509338 0.0 0.1 0.0
H -5.368809 -0.960547 -0.634163 -0.1 0.0 -0.1
H -6.638519 0.964390 -1.527704 0.0 0.0 0.0
H -5.492008 3.109212 -1.957773 0.0 0.0 0.0
H -3.109167 3.379838 -1.380963 0.0 0.1 0.0
H -1.408267 1.338563 0.932042 0.5 -0.5 0.1
H -1.115783 2.523147 -0.395539 0.2 -0.1 0.1
Br 0.716371 -2.050206 1.558329 -0.2 0.5 -1.3
C 1.298338 -3.290188 0.211661 0.0 -0.1 0.1
C 1.776799 -4.504969 0.631543 -0.1 0.2 0.1
C 2.286856 -5.405312 -0.310729 0.1 0.0 -0.2
C 2.343778 -5.048887 -1.633767 0.0 0.0 0.1
C 1.852808 -3.802387 -2.072788 -0.1 0.1 0.3
C 1.942053 -3.430430 -3.434489 -0.1 0.4 -0.2
C 1.487525 -2.207718 -3.870081 0.0 -0.3 -0.1
C 0.894362 -1.331529 -2.959948 0.1 0.1 0.0
C 0.734587 -1.666733 -1.616676 -1.1 1.9 -0.3
C 1.272567 -2.895131 -1.136565 -0.1 -0.5 0.2
H 1.781123 -4.758446 1.682083 -0.1 0.0 0.0
H 2.648013 -6.369157 0.016311 0.1 0.0 0.0
H 2.770676 -5.721231 -2.365367 0.0 0.0 0.0
H 2.395691 -4.120108 -4.132908 0.0 -0.1 0.0
H 1.585497 -1.921957 -4.906886 0.0 0.0 -0.1
H 0.537504 -0.370158 -3.321896 0.1 0.0 0.1
C -0.327576 4.525083 -3.516366 -0.2 0.0 -0.3
O 0.398292 4.261470 -2.308475 -0.1 0.2 0.3
C 0.763536 3.041724 -2.018422 0.0 -0.4 -0.3
O 0.398390 2.030937 -2.604176 0.1 0.4 -0.1
C 1.603161 2.917251 -0.790373 0.0 0.0 0.0
C 2.264204 3.899268 -0.182471 0.0 -0.1 0.1
As 2.971482 3.873274 1.674284 -0.2 0.0 -0.1
C 1.176819 3.585751 2.454599 0.1 0.1 0.0
C 3.481679 1.978390 1.764070 -0.2 0.0 -0.2
C 2.997528 0.949382 1.074032 0.0 0.0 0.2
As 1.826362 1.004550 -0.477693 0.6 1.3 0.0
C 3.166247 0.806862 -1.880022 0.1 -0.3 -0.3
C 3.482698 -0.446017 1.256522 0.1 -0.2 -0.5
O 3.511651 -1.204677 0.306899 0.1 -0.1 0.3
O 3.792822 -0.738416 2.495563 -0.2 0.1 0.3
C 4.414399 -1.992233 2.795513 0.2 -0.3 -0.1
C 4.595886 1.830299 2.758766 0.2 -0.2 0.0
O 5.636833 1.277473 2.541961 0.0 0.1 0.0
O 4.273963 2.506271 3.862205 -0.2 -0.1 0.0
C 5.212088 2.496053 4.948309 0.3 0.0 0.2
C 2.549209 5.228920 -0.822291 -0.2 0.1 -0.4
O 2.848864 5.363599 -1.976290 0.2 0.1 0.1
O 2.540456 6.187341 0.099064 -0.2 -0.1 0.1
C 2.978076 7.498004 -0.292111 0.1 0.2 -0.2
H -1.153047 5.185552 -3.260442 0.0 -0.1 0.0
H -0.687804 3.598231 -3.958390 0.0 0.1 0.0
H 0.344498 5.040748 -4.201084 0.0 -0.1 0.0
H 0.586728 4.491965 2.319889 0.0 0.0 0.0
H 1.276336 3.386002 3.520587 0.1 0.0 0.0
H 0.688159 2.743373 1.960842 0.0 0.1 0.0
H 4.011049 1.448391 -1.622959 -0.1 0.0 0.1
H 2.750475 1.126137 -2.834578 -0.1 0.0 0.1
H 3.493524 -0.229473 -1.931833 -0.1 0.1 0.1
H 3.789969 -2.502717 3.526500 0.0 0.0 0.0
H 5.391208 -1.771721 3.222641 -0.1 0.0 0.0
H 4.525687 -2.589102 1.892527 0.0 0.0 0.0
H 5.100921 3.443931 5.465614 0.0 0.0 0.0
H 6.228217 2.379198 4.576961 -0.1 0.0 0.0
H 4.970914 1.674737 5.621985 0.0 0.0 -0.1
H 3.265517 7.995327 0.629879 0.0 0.0 -0.1
H 2.167179 8.037313 -0.780990 0.0 -0.1 0.0
H 3.824135 7.420994 -0.974308 -0.1 0.0 0.1
```
Forces are in eV/Å.

Entry 2:
DFT (ωB97M-V/def2-TZVPD) results for a molecular structure, C45H44BIrN5O5P.

For the HOMO-LUMO gap, the calculation gives 0.2685 hartree. Its net charge is +2. The calculation puts the total energy at -2861.45958 Ha. The relative energy (zero: lowest compared OMol25 entry of this formula, charge and spin) comes out at 0.0 kJ/mol.

```
102
Properties=species:S:1:pos:R:3:forces:R:3
Ir -0.140953 0.536010 0.363564 0.1 0.0 0.0
O -1.493438 1.292683 2.763658 0.0 0.0 0.0
N -0.232845 0.821645 2.409946 0.0 0.0 0.0
C 0.591255 0.693211 3.377452 0.0 0.0 0.0
C 2.013661 0.354420 3.388076 0.0 0.0 0.0
C 2.528403 0.174971 4.678134 0.0 0.0 0.0
C 3.871344 -0.074065 4.889424 0.0 0.0 0.0
C 4.731958 -0.126756 3.804350 0.0 0.0 0.0
C 4.233711 0.048053 2.522524 0.0 0.0 0.0
C 2.880091 0.279569 2.287750 0.0 0.0 0.0
P 2.342319 0.449019 0.556718 -0.1 0.0 0.0
C 3.259849 -0.926438 -0.221582 0.0 0.0 0.1
C 3.317366 -2.148056 0.456006 -0.2 -0.1 -0.2
C 3.941073 -3.242016 -0.122223 0.0 0.0 0.1
C 4.523531 -3.131778 -1.376736 0.0 0.1 -0.1
C 4.485325 -1.918411 -2.049228 0.0 0.0 0.0
C 3.859813 -0.819571 -1.473914 0.0 0.0 0.0
C 3.104255 2.000000 -0.010037 0.0 0.0 0.0
C 3.792297 2.863932 0.839181 0.0 0.0 0.0
C 4.282954 4.072585 0.361557 0.0 0.0 0.0
C 4.090683 4.433307 -0.962894 0.0 0.0 0.0
C 3.391687 3.586754 -1.813860 0.0 0.0 0.0
C 2.893996 2.385892 -1.336402 0.0 0.0 0.0
H -1.508539 1.454610 3.723197 0.0 0.0 0.0
H 0.193029 0.895415 4.371742 0.0 0.0 0.0
H 1.861396 0.236366 5.529252 0.0 0.0 0.0
H 4.243102 -0.216438 5.894614 0.0 0.0 0.0
H 5.788415 -0.305653 3.951534 0.0 0.0 0.0
H 4.913441 -0.005951 1.681278 0.0 0.0 0.0
H 2.845167 -2.263754 1.424826 0.1 0.1 0.1
H 3.987161 -4.179256 0.417515 0.0 0.0 0.0
H 5.017554 -3.984089 -1.823096 0.0 0.0 0.0
H 4.959114 -1.819660 -3.016746 0.0 0.0 0.0
H 3.874391 0.125719 -1.999905 0.0 0.0 0.0
H 3.954598 2.603494 1.876136 0.0 0.0 0.0
H 4.822654 4.730626 1.029270 0.0 0.0 0.0
H 4.484157 5.370386 -1.333095 0.0 0.0 0.0
H 3.238257 3.862680 -2.849124 0.0 0.0 0.0
H 2.334621 1.741424 -2.005407 0.0 0.0 0.0
O -1.201167 -4.850202 -5.170619 0.0 0.0 0.0
C -0.090429 -4.274742 -4.686808 0.0 0.1 -0.1
O 0.982695 -4.788222 -4.808940 0.0 0.0 0.0
C -0.247808 -2.958884 -3.974700 0.0 0.0 0.0
C 0.840924 -2.092771 -4.003418 0.0 0.0 0.0
C 0.799663 -0.900618 -3.301824 0.0 0.0 0.0
C -0.319588 -0.604685 -2.535872 0.0 0.0 0.0
C -1.412642 -1.455466 -2.491734 0.0 0.0 0.0
C -1.377702 -2.625778 -3.237284 -0.1 0.0 0.1
N -0.290937 0.553544 -1.687113 -0.1 0.0 0.0
C -0.387567 1.714909 -2.219938 0.0 0.0 0.0
C -0.307382 2.865726 -1.340686 0.0 0.0 0.0
C -0.376490 4.169334 -1.793172 0.0 0.0 0.0
C -0.242271 5.200246 -0.876926 0.0 0.0 0.0
C -0.037280 4.878942 0.453603 0.0 0.0 0.0
C 0.009397 3.548422 0.836019 0.0 0.0 0.0
N -0.128459 2.553770 -0.038048 0.0 0.0 0.0
H -1.963730 -4.259534 -5.131412 0.0 0.0 0.0
H 1.717633 -2.378894 -4.568723 0.0 0.0 0.0
H 1.651179 -0.231967 -3.308498 0.0 0.0 0.0
H -2.254356 -1.232394 -1.847154 0.0 0.0 0.0
H -2.226753 -3.297348 -3.182266 0.0 0.0 0.0
H -0.511190 1.831319 -3.292290 0.0 0.0 0.0
H -0.526976 4.364048 -2.846264 0.0 0.0 0.0
H -0.291381 6.232130 -1.195586 0.0 0.0 0.0
H 0.081537 5.647250 1.203968 0.0 0.0 0.0
H 0.160116 3.270324 1.868598 0.0 0.0 0.0
C -5.323539 -0.818784 -0.601702 0.0 0.0 0.0
C -4.447323 0.118594 0.202790 0.0 0.0 0.0
C -4.905435 0.163861 1.652416 0.0 0.0 0.0
O -3.084642 -0.412513 0.214144 0.0 0.0 0.0
B -2.231893 0.659655 0.224241 0.0 0.0 -0.1
O -2.870671 1.846238 -0.039511 0.0 0.0 0.0
C -4.243211 1.530062 -0.424717 0.0 0.0 0.0
C -4.269745 1.522981 -1.945980 0.0 0.0 0.0
C -5.164751 2.603241 0.116958 0.0 0.0 0.0
H -5.388783 -1.781827 -0.095859 0.0 0.0 0.0
H -4.931134 -0.981365 -1.604219 0.0 0.0 0.0
H -6.333472 -0.415267 -0.689402 0.0 0.0 0.0
H -4.829711 -0.838497 2.074344 0.0 0.0 0.0
H -5.941432 0.491624 1.731946 0.0 0.0 0.0
H -4.281444 0.838314 2.241078 0.0 0.0 0.0
H -3.614073 0.749929 -2.354076 0.0 0.0 0.0
H -3.927731 2.493892 -2.306463 0.0 0.0 0.0
H -5.276353 1.356310 -2.328370 0.0 0.0 0.0
H -5.026080 2.748110 1.186026 0.0 0.0 0.0
H -6.207282 2.338814 -0.066821 0.0 0.0 0.0
H -4.965649 3.549022 -0.386577 0.0 0.0 0.0
N 0.102727 -3.683879 0.200285 0.0 -0.1 0.0
C 0.312341 -2.420744 -0.186972 0.3 0.0 0.0
N -0.269550 -1.546130 0.603380 -0.2 0.0 0.1
C -0.944215 -2.302360 1.577958 0.0 -0.1 -0.1
C -1.797888 -1.934716 2.616022 0.0 0.0 0.0
C -2.330702 -2.941730 3.393260 0.0 0.0 0.0
C -2.046932 -4.295358 3.150359 0.0 0.0 0.0
C -1.232295 -4.677294 2.106760 0.0 0.0 0.0
C -0.693092 -3.654984 1.333702 -0.1 0.1 0.0
H 0.503719 -4.493828 -0.243990 0.0 0.0 0.0
H 0.933070 -2.178252 -1.033450 0.0 0.0 0.0
H -2.075935 -0.905510 2.775282 0.0 0.0 0.0
H -3.003524 -2.687278 4.201170 0.0 0.0 0.0
H -2.490374 -5.051305 3.783335 0.0 0.0 0.0
H -1.028922 -5.718390 1.896263 0.0 0.0 0.0
```
Forces are in eV/Å.

One value per record, in order, for largest force on an atom: 4.40, 0.34 eV/Å.